Record 1
A single C17H15NO2 molecule in a non-equilibrium geometry, computed with wB97M-V/def2-TZVPD.

XYZ file:
```
35
Properties=species:S:1:pos:R:3:forces:R:3
C -0.91983 2.40455 -0.74436 -0.42 -3.20 1.52
C -0.15568 1.29414 -0.42726 -1.59 3.71 -1.59
C 1.29051 1.50987 -0.30996 0.09 -0.84 1.83
C 1.90139 2.36928 -1.20484 0.47 -0.46 0.54
C 3.24581 2.43393 -1.23648 3.29 -1.63 0.73
C 4.04964 1.63805 -0.34332 0.34 0.82 -1.81
C 3.45138 0.85082 0.61350 0.53 0.84 0.74
C 2.08269 0.85319 0.71087 -1.25 -0.04 -1.25
C 1.50619 0.19324 1.91759 -1.59 -1.12 2.25
O 2.05997 -0.05427 2.99597 0.48 1.19 -2.04
N 0.12172 -0.11951 1.91254 3.36 0.97 -1.66
C -0.68627 0.34423 2.93245 -0.44 1.99 2.58
C -0.46201 -0.67940 0.80621 -2.22 -2.65 2.38
C -1.10158 -1.92041 1.09302 1.86 0.49 0.28
C -1.64245 -2.58605 0.05096 -1.46 -0.79 0.41
C -1.86772 -2.00752 -1.18974 0.42 0.67 -1.81
C -2.65066 -2.74839 -2.30943 -0.42 1.57 -0.98
O -3.92083 -3.20456 -1.78385 0.73 0.17 0.84
C -1.34330 -0.71777 -1.37933 -0.39 -1.36 1.31
C -0.71226 -0.03034 -0.33960 0.40 -0.71 -1.37
H -2.03267 2.36718 -0.75576 1.04 -0.08 -0.33
H -0.44868 3.33015 -0.62056 0.42 1.41 -0.30
H 1.51124 2.98303 -1.96289 -1.73 0.16 -0.67
H 3.70635 2.91120 -2.10830 0.11 0.20 0.70
H 5.13761 1.60754 -0.51819 -0.63 0.11 0.32
H 3.97240 0.34507 1.42752 0.22 0.01 -0.48
H -0.45430 -0.14827 3.91203 -0.12 0.96 -0.56
H -1.69206 0.12237 2.69744 -1.15 -0.48 -0.20
H -0.68411 1.50494 2.92331 0.24 -1.66 0.74
H -1.03226 -2.44708 2.08774 0.16 0.98 -1.15
H -1.98830 -3.54357 0.37454 -0.53 -0.84 -0.73
H -2.06847 -3.52856 -2.82964 -0.25 -0.43 1.01
H -2.86932 -2.09326 -3.26601 0.27 -0.49 2.18
H -3.97549 -2.96985 -0.81582 0.26 -0.31 -1.66
H -1.32868 -0.26399 -2.31034 -0.50 0.82 -1.76
```
Forces are in eV/Å.

Values from the calculation:
Energy = -861.94804 Ha
SMILES = C=C1c2ccccc2C(=O)N(C)c2ccc(CO)cc21
Energy relative to the best compared isomer or geometry (same formula, charge and spin) = 71.1 kcal per mole
Frontier orbital gap = 0.3063 Ha
E_HOMO = -0.3146 Ha
Total charge = 0

Atom charges from the Löwdin analysis, given in e for atoms 1 to 2: atom 1 (C): 0.1194, atom 2 (C): -0.1885

---

Record 2
A molecular structure, C17H16BClNNaO10 in a non-equilibrium geometry, computed with wB97M-V/def2-TZVPD.

XYZ file:
```
47
Properties=species:S:1:pos:R:3:forces:R:3
Na 3.38441 0.84488 0.43142 -0.91 -0.55 0.34
O 6.70057 0.72735 1.84738 -0.32 -0.25 0.14
Cl 5.45128 0.03987 2.11847 0.31 0.19 0.02
O 5.58657 -0.77839 3.29843 -0.06 0.15 -0.26
O 4.39504 1.03490 2.31689 0.74 -0.25 0.54
O 5.08131 -0.77164 0.96843 0.26 0.20 0.40
C -4.46705 -1.46268 4.11086 -0.02 0.02 0.03
C -4.32922 -2.52446 3.01918 0.05 0.02 -0.02
C -4.40262 -3.90263 3.69019 0.01 -0.04 0.02
C -5.52130 -2.37563 2.06417 -0.03 0.01 -0.03
C -3.01491 -2.38928 2.24153 0.05 0.05 0.01
C -2.73814 -3.28155 1.20676 0.08 0.02 -0.04
C -1.55675 -3.20852 0.45673 -0.14 -0.07 0.03
C -0.65232 -2.21699 0.76595 0.10 -0.10 -0.15
O 0.53752 -1.93559 0.20334 0.20 0.22 0.08
B 1.14631 -0.76193 0.88156 -0.64 -0.19 0.16
O 0.10751 -0.45159 1.90634 0.21 -0.04 -0.17
C -0.91228 -1.32101 1.79418 0.03 0.16 0.14
C -2.07378 -1.38798 2.53726 -0.12 -0.06 0.02
H -5.41785 -1.60085 4.63429 0.01 0.01 0.00
H -4.45354 -0.45364 3.69439 -0.01 -0.02 -0.01
H -3.66255 -1.53385 4.84534 -0.01 -0.02 -0.01
H -5.33714 -4.00728 4.25243 0.01 0.00 -0.01
H -3.56621 -4.03690 4.37940 -0.01 0.01 -0.01
H -4.35641 -4.70549 2.95261 0.00 0.02 0.01
H -6.46599 -2.46475 2.61189 0.01 0.00 -0.01
H -5.50435 -3.14085 1.28640 0.01 0.01 0.02
H -5.49678 -1.40145 1.57125 0.00 -0.01 0.01
H -3.45424 -4.06065 0.96479 0.02 0.01 0.00
H -1.35831 -3.91038 -0.34452 0.00 0.01 0.01
H -2.22984 -0.66658 3.32815 0.00 -0.01 -0.01
O 2.54174 3.32468 -0.80509 0.08 -0.13 0.05
C 2.90999 2.52316 -1.68196 0.03 0.22 -0.17
O 3.25889 1.32927 -1.56185 0.11 0.38 -1.10
C 2.97226 3.09279 -3.11362 -0.09 -0.01 0.05
C 3.36832 2.29963 -4.18593 0.00 0.02 0.02
C 3.42932 2.82564 -5.46678 0.00 -0.13 0.06
C 3.08576 4.15413 -5.64684 -0.16 0.14 -0.50
C 2.68580 4.97047 -4.60374 -0.05 -0.02 0.15
C 2.63168 4.42299 -3.33180 0.01 0.11 -0.13
N 3.14848 4.72844 -7.01316 0.69 -0.08 0.78
O 2.89029 5.90868 -7.14805 -0.31 0.18 -0.15
O 3.54863 4.01797 -7.91404 -0.18 -0.18 -0.29
H 3.62255 1.26837 -3.97817 0.01 0.01 -0.01
H 3.73430 2.22966 -6.31453 -0.01 0.01 0.01
H 2.42665 6.00126 -4.79481 0.00 -0.01 -0.01
H 2.32638 5.00841 -2.47513 0.00 -0.01 0.01
```
Forces are in eV/Å.

Values from the calculation:
Energy = -2111.76653 Ha
Frontier orbital gap = 0.1647 Ha
E_HOMO = -0.0332 Ha
Total charge = -2

Atom charges from the Löwdin analysis, given in e for atoms 1 to 2: atom 1 (Na): 0.2992, atom 2 (O): -0.3727

---

Record 3
3 unconnected molecules or ions with the total composition C17H16BrN4O4 in a non-equilibrium geometry, computed with wB97M-V/def2-TZVPD.

XYZ file:
```
42
Properties=species:S:1:pos:R:3:forces:R:3
C -1.50472 2.67614 3.52379 0.93 -0.33 -0.81
C -1.54535 1.35645 2.76429 -0.94 0.00 -0.87
C -0.90664 0.19815 3.30098 0.68 0.65 1.73
N -0.83003 -1.02512 2.82130 -0.61 1.67 -0.39
N -1.42844 -1.07374 1.64954 -0.09 -1.61 -0.92
C -2.06241 -0.12654 0.99878 -1.20 1.61 -1.26
C -2.20290 1.18416 1.51185 1.19 -0.57 1.68
Br -3.14299 2.57289 0.63191 0.41 -0.88 0.37
H -1.59914 3.47943 2.76842 -0.21 -0.24 0.70
H -2.25774 2.75436 4.32475 0.18 -0.09 -0.47
H -0.49266 2.77096 3.96596 -0.61 -0.01 -0.03
H -0.39483 0.33571 4.26787 -0.30 -0.18 -0.50
H -1.37984 -1.99067 1.19670 0.01 0.22 0.16
H -2.50290 -0.35864 0.01452 0.42 -0.25 0.50
C 2.80601 -2.66594 3.42884 -0.05 0.01 0.04
C 3.91105 -3.49939 3.32267 -0.11 0.11 -0.05
C 4.66477 -3.50859 2.15753 0.14 -0.15 0.09
C 4.30321 -2.67643 1.11090 -0.22 -0.02 0.39
C 3.19915 -1.84606 1.20213 -0.21 0.22 -0.10
C 2.44826 -1.84330 2.36785 0.24 -0.19 0.02
N 5.11217 -2.66422 -0.11589 0.25 -0.01 -0.37
O 6.06282 -3.41789 -0.17151 -0.21 0.12 0.08
O 4.78145 -1.89612 -1.00108 -0.03 -0.11 0.21
H 2.22220 -2.65670 4.34184 0.03 -0.02 -0.03
H 4.18759 -4.14055 4.14942 0.02 0.01 -0.05
H 5.52436 -4.16020 2.08136 0.00 0.10 -0.16
H 2.91739 -1.20090 0.38094 0.20 -0.09 -0.07
H 1.58635 -1.19713 2.45182 0.07 0.01 -0.02
C -2.43115 3.56255 -4.80639 0.00 -0.01 -0.03
C -2.20064 2.56712 -5.74900 -0.02 0.06 0.20
C -2.06082 1.24685 -5.34619 0.03 -0.12 -0.28
C -2.15874 0.94130 -3.99885 -0.04 0.28 -0.13
C -2.38072 1.92382 -3.05317 -0.03 0.14 0.19
C -2.51708 3.24124 -3.45685 0.01 -0.04 -0.14
N -2.03762 -0.45247 -3.55344 0.04 -0.14 -0.09
O -1.82481 -1.29903 -4.38905 -0.05 0.13 0.27
O -2.16239 -0.67977 -2.35173 0.05 0.00 -0.06
H -2.54517 4.59140 -5.12479 0.01 -0.04 0.01
H -2.13285 2.82063 -6.79869 0.01 -0.05 0.04
H -1.88147 0.47701 -6.08421 -0.02 -0.08 0.15
H -2.44883 1.66084 -2.01132 0.00 -0.07 0.01
H -2.69393 4.01838 -2.72378 0.01 -0.04 -0.02
```
Forces are in eV/Å.

Values from the calculation:
Energy = -3750.93891 Ha
Frontier orbital gap = 0.2619 Ha
E_HOMO = -0.4511 Ha
Total charge = +1

Atom charges from the Löwdin analysis, given in e for atoms 1 to 2: atom 1 (C): -0.0290, atom 2 (C): -0.2033

---

Record 4
A molecular structure, C17H16Cl5MnO6S2, computed with wB97M-V/def2-TZVPD.

XYZ file:
```
47
Properties=species:S:1:pos:R:3:forces:R:3
Mn 0.44709 -0.10341 0.20759 0.40 -0.44 0.13
Cl 1.02892 -2.66728 2.73867 0.17 -0.16 0.00
C -0.33115 -1.62005 2.87746 -0.07 0.17 -0.19
C -0.54294 -0.65054 1.90576 -0.30 0.08 0.04
C -1.66144 0.15850 2.06431 0.18 -0.13 0.04
Cl -1.92125 1.36419 0.83281 -0.10 0.12 0.00
C -2.54856 0.04244 3.12565 0.11 -0.10 0.03
Cl -3.90360 1.08167 3.26497 -0.10 0.10 -0.02
C -2.30643 -0.94221 4.08327 0.04 0.05 -0.10
Cl -3.37824 -1.11850 5.41049 -0.05 -0.02 0.07
C -1.19632 -1.77766 3.95963 -0.06 0.10 -0.03
Cl -0.90861 -2.98775 5.14203 0.02 -0.07 0.07
O -1.34854 0.95849 -2.41775 -0.04 0.00 -0.13
S -0.34201 -0.04572 -2.23510 -0.22 0.21 -0.17
O 0.06211 -0.79795 -3.38007 -0.06 0.01 0.00
O 0.88575 0.60342 -1.52822 0.13 0.15 -0.02
O -0.71577 -0.97334 -1.05396 -0.06 -0.08 0.30
C 1.95962 3.24505 -0.39311 -0.02 0.01 0.02
C 1.36310 2.70411 0.86259 0.08 0.10 -0.07
C 0.69834 3.63846 1.81385 0.02 0.00 0.07
O 1.42122 1.50178 1.11144 -0.24 -0.08 0.05
H 1.97589 4.33161 -0.41567 0.00 0.00 0.02
H 1.36189 2.85449 -1.22230 0.00 0.01 -0.02
H 2.96308 2.83841 -0.51811 -0.01 -0.01 -0.02
H 1.45779 4.29831 2.24230 0.00 0.01 -0.01
H 0.18858 3.09113 2.60185 0.00 0.01 0.00
H -0.00122 4.27463 1.26913 -0.01 -0.01 -0.01
C 1.27160 -3.74877 -5.68138 -0.01 -0.02 -0.02
C 1.84566 -3.10710 -4.45290 0.03 -0.03 0.05
C 1.50157 -3.57847 -3.18691 0.05 -0.01 -0.02
C 1.95837 -2.94988 -2.04453 0.01 -0.02 0.01
C 2.77536 -1.83740 -2.17737 0.08 -0.01 -0.03
C 3.12690 -1.34277 -3.42159 0.04 0.00 0.01
C 2.67153 -1.99352 -4.55502 0.03 -0.03 0.01
S 3.28720 -0.95067 -0.73407 0.47 -0.15 -0.29
C 4.60616 -2.02023 -0.14339 -0.05 0.05 -0.14
O 2.21033 -1.21896 0.29949 -0.39 0.15 0.39
H 1.15321 -4.82427 -5.54970 0.00 0.01 0.00
H 1.90132 -3.57212 -6.55260 -0.01 -0.01 -0.01
H 0.28536 -3.32842 -5.88884 0.00 0.01 0.00
H 0.84186 -4.43315 -3.09792 0.00 0.01 0.00
H 1.64782 -3.28159 -1.06145 0.01 -0.02 -0.01
H 3.72015 -0.44017 -3.50501 0.01 0.00 0.00
H 2.92764 -1.60654 -5.53342 0.00 0.00 0.00
H 4.20138 -3.01754 0.01663 -0.05 0.00 -0.01
H 4.97775 -1.60200 0.79001 -0.02 0.03 -0.01
H 5.39539 -2.04150 -0.89412 -0.01 0.01 0.01
```
Forces are in eV/Å.

Values from the calculation:
Energy = -5357.22162 Ha
Energy relative to the best compared isomer or geometry (same formula, charge and spin) = 11.3 kcal per mole
Frontier orbital gap (alpha / beta) = 0.2882 / 0.3259 Ha
E_HOMO (alpha / beta) = -0.3318 / -0.3312 Ha
Total charge = 0
2S+1 = 5
⟨S²⟩ = 6.080

Atom charges from the Löwdin analysis, given in e for atoms 1 to 2: atom 1 (Mn): 0.8496, atom 2 (Cl): 0.7109

---

Record 5
4 unconnected molecules or ions with the total composition C17H16F13N6OS in a non-equilibrium geometry, computed with wB97M-V/def2-TZVPD.

XYZ file:
```
54
Properties=species:S:1:pos:R:3:forces:R:3
N 0.72823 1.15510 -3.40263 1.03 0.00 -0.76
C -0.18945 1.20203 -2.73102 -1.31 0.29 0.89
O -1.24260 1.24443 -1.94166 0.26 0.03 -0.36
C -1.55680 2.49363 -1.45420 0.05 0.12 0.25
N -2.50666 3.09749 -2.10519 -0.10 0.12 -0.02
N -2.89327 4.26548 -1.63588 0.14 -0.05 0.17
C -2.38799 4.86466 -0.56269 0.17 -0.09 0.07
C -1.36977 4.23136 0.14277 0.04 -0.23 -0.21
C -0.91057 2.98756 -0.28910 -0.17 0.29 0.04
C 0.16372 2.23437 0.43308 0.04 0.25 -0.05
C -0.38722 1.64660 1.75529 -0.07 0.20 0.11
C 0.33912 0.37899 2.21988 -0.12 -0.11 -0.08
F 1.49333 0.18017 1.53096 0.00 0.00 0.20
F 0.66223 0.49015 3.52811 -0.03 0.04 -0.12
C -0.50236 -0.92749 2.11979 0.05 0.12 0.02
F 0.16481 -1.92678 2.71395 -0.07 0.07 0.01
F -1.65305 -0.70297 2.80178 0.20 -0.10 -0.10
C -0.95476 -1.41812 0.70354 0.05 0.06 -0.08
F -1.70267 -2.50120 0.92468 0.07 0.06 -0.14
F -1.73498 -0.43659 0.17982 0.00 -0.23 0.02
C 0.21499 -1.69791 -0.32633 -0.10 0.20 0.28
F 0.59023 -0.50203 -0.80851 0.11 -0.37 0.01
F 1.24835 -2.22185 0.33393 -0.19 -0.23 -0.21
S -0.19258 -2.82433 -1.81978 -0.05 0.12 -0.04
F 0.09680 -1.65147 -2.85154 -0.11 -0.35 0.14
F -1.71382 -2.33115 -1.73640 0.16 -0.18 0.00
F -0.48546 -4.00163 -0.80091 0.01 0.14 -0.10
F 1.31696 -3.27255 -1.92868 -0.12 0.05 0.05
F -0.57553 -3.77406 -3.00560 0.05 0.16 0.14
H -3.64020 4.70075 -2.17155 0.05 -0.07 0.00
H -2.79825 5.83397 -0.29578 0.03 -0.17 -0.07
H -0.93545 4.71834 1.01034 -0.06 -0.09 -0.10
H 0.97117 2.93623 0.67457 -0.07 -0.18 -0.06
H 0.60481 1.46226 -0.19691 -0.22 0.26 0.10
H -1.45727 1.43835 1.67630 0.16 -0.06 0.07
H -0.26510 2.37453 2.56495 0.00 -0.12 -0.16
C -4.96460 -3.27779 -2.62984 0.00 0.01 -0.01
C -5.96140 -2.22135 -2.49986 0.12 -0.12 0.06
N -6.72063 -1.37374 -2.36584 -0.10 0.17 -0.01
H -3.97479 -2.82653 -2.64981 0.02 -0.07 -0.04
H -5.02761 -3.95515 -1.77996 -0.02 0.00 -0.01
H -5.12164 -3.84174 -3.54709 -0.01 0.02 0.00
C 4.25447 -3.02557 1.37483 0.10 0.04 0.00
C 5.32383 -2.06426 1.61842 -0.02 -0.33 0.09
N 6.14811 -1.30086 1.84394 0.21 -0.14 -0.01
H 4.10875 -3.64613 2.25715 0.00 0.00 -0.01
H 3.34385 -2.47604 1.16559 -0.12 -0.03 0.00
H 4.49292 -3.66049 0.52362 0.04 0.02 0.01
C 5.03926 1.32564 1.78374 -0.16 0.20 -0.06
C 3.89247 2.20502 1.59717 0.20 0.04 0.07
N 2.99688 2.90819 1.46201 -0.15 0.09 -0.01
H 5.95784 1.90804 1.74190 0.01 -0.02 0.00
H 4.97453 0.83315 2.75209 0.01 0.01 -0.06
H 5.06672 0.56610 1.00497 -0.03 0.18 0.08
```
Forces are in eV/Å.

Values from the calculation:
Energy = -2757.21700 Ha
Frontier orbital gap = 0.2994 Ha
E_HOMO = -0.5008 Ha
Total charge = +1

Atom charges from the Löwdin analysis, given in e for atoms 1 to 2: atom 1 (N): 0.2376, atom 2 (C): -0.3136

---

Record 6
3 unconnected molecules or ions with the total composition C17H16F19O2P in a non-equilibrium geometry, computed with wB97M-V/def2-TZVPD.

XYZ file:
```
55
Properties=species:S:1:pos:R:3:forces:R:3
F -1.12791 0.10605 -2.43464 0.15 -0.13 0.10
C -0.09169 -0.31245 -1.68255 0.63 0.56 -0.45
F 0.94493 -0.50801 -2.53754 0.04 -0.28 0.24
C -0.40187 -1.59964 -0.91912 -0.66 -0.82 -0.12
F -0.62897 -2.63170 -1.76818 0.09 0.37 0.01
F 0.71636 -1.94197 -0.20814 0.02 0.45 0.01
C -1.56467 -1.51291 0.09045 -0.22 -0.33 0.84
O -2.84335 -1.98555 -0.35210 0.05 1.03 -1.22
C -3.64182 -1.07203 -1.08282 0.64 -0.16 1.81
F -3.10117 0.16067 -1.00230 -0.48 -0.04 -0.35
F -4.82308 -1.00307 -0.42226 0.07 -0.19 -0.56
C -3.89003 -1.52645 -2.52625 -0.10 -0.27 -0.82
F -2.73236 -1.69224 -3.20479 -0.17 -0.04 0.35
F -4.61099 -0.60057 -3.20671 0.01 0.03 0.47
H 0.19101 0.49475 -0.99885 -0.06 -0.13 0.13
H -1.30363 -2.18871 0.91129 0.00 -0.07 -0.31
H -1.63554 -0.52725 0.56045 0.05 -0.02 -0.35
H -4.43181 -2.47460 -2.54881 -0.03 0.04 0.24
F 4.43104 -6.86555 -0.85628 -0.14 0.06 -0.10
C 3.24436 -6.42795 -1.32131 -0.39 -0.83 -0.09
F 2.89244 -7.27486 -2.32257 -0.10 0.31 -0.10
C 3.30904 -4.99081 -1.83732 0.53 0.72 -0.43
F 4.13814 -4.89117 -2.90585 -0.08 -0.26 0.23
F 2.06600 -4.65789 -2.29892 0.02 -0.32 0.43
C 3.69998 -3.92214 -0.79615 -0.25 0.87 0.17
O 5.07428 -3.51429 -0.77679 0.52 -1.52 0.29
C 5.96732 -4.32030 -0.02988 -1.56 1.15 0.34
F 5.26502 -5.19809 0.71474 0.63 -0.04 0.02
F 6.57164 -3.48587 0.85123 0.30 -0.29 -0.41
C 7.03146 -4.99219 -0.90612 0.54 -0.37 -0.54
F 6.47498 -5.77293 -1.85935 -0.02 0.33 0.20
F 7.83201 -5.79663 -0.16245 -0.25 0.30 0.24
H 2.49954 -6.52923 -0.52527 0.01 0.19 -0.02
H 3.15831 -3.01284 -1.07619 0.16 -0.19 -0.20
H 3.33099 -4.16124 0.20585 0.16 -0.25 -0.19
H 7.65441 -4.24593 -1.40413 -0.11 0.16 0.15
C -3.01924 4.24353 0.06138 1.43 6.12 1.07
C -2.87493 5.54672 0.11928 -0.21 -5.47 -0.30
C -2.59211 7.12360 0.14066 0.60 -2.15 -1.11
P -3.23269 8.03083 1.68118 -1.17 0.61 -0.09
C -3.87945 6.84478 3.01115 0.57 -0.41 1.20
C -2.70945 6.07278 3.85575 -0.11 -0.88 0.24
C -2.41350 4.58515 3.32191 2.55 -1.63 -1.00
F -3.50356 3.62816 3.15010 2.60 2.78 0.29
C -1.11732 4.08995 2.93619 -3.12 1.03 0.69
F 0.05016 4.85839 3.30167 -2.92 -2.77 -1.75
F -1.02391 2.86481 2.15778 0.70 3.67 2.59
H -2.90550 3.10963 0.26961 -0.53 2.70 -0.66
H -3.09414 7.58995 -0.79675 0.78 -0.81 1.75
H -1.44716 7.26592 0.02248 -1.93 -0.33 0.20
H -2.06665 8.66391 2.26457 -0.30 -1.04 -0.20
H -4.66587 6.13812 2.56314 1.35 0.96 0.59
H -4.44231 7.50063 3.79551 1.00 -0.97 -1.60
H -3.00414 6.03370 4.97745 0.39 -0.15 -1.90
H -1.72257 6.68500 3.80658 -1.69 -1.32 -0.05
```
Forces are in eV/Å.

Values from the calculation:
Energy = -3046.41243 Ha
SMILES = FC(F)C(F)(F)COC(F)(F)C(F)F.FC(F)C(F)(F)COC(F)(F)C(F)F.C#CCPCCC(F)=C(F)F
Frontier orbital gap = 0.3320 Ha
E_HOMO = -0.3222 Ha
Total charge = 0

Atom charges from the Löwdin analysis, given in e for atoms 1 to 2: atom 1 (F): 0.0931, atom 2 (C): -0.2977